Entry 1:
Entry from OMol25: C21H21CrF7O25P as an isolated structure at a distorted geometry (ωB97M-V/def2-TZVPD).

XYZ file:
```
76
Properties=species:S:1:pos:R:3:forces:R:3
Cr -21.217204 -10.302517 -11.909160 -0.9 -0.1 1.5
P -19.440226 -9.208571 -12.897224 7.2 4.4 -3.3
O -19.821079 -8.987080 -11.442502 -1.1 -0.5 2.0
O -20.851605 -9.021918 -13.478438 -1.9 -0.3 -1.5
O -19.454714 -10.762915 -12.966267 0.1 -0.7 -0.8
O -18.257010 -8.340590 -13.514294 -4.2 -3.6 2.2
C -19.844692 -5.974163 -14.633669 0.4 -0.5 -0.8
C -21.023058 -6.556440 -15.265850 -1.2 -1.8 -0.4
O -20.793949 -6.289607 -16.674055 -3.5 -4.3 0.7
C -20.208747 -5.179242 -16.768739 2.1 6.3 -1.9
O -20.101597 -4.407444 -17.737149 -0.2 -3.0 3.3
O -19.745235 -4.895019 -15.516375 2.0 3.2 0.5
F -22.178714 -5.936863 -14.764877 1.0 -0.8 -1.1
H -18.976868 -6.628582 -14.715724 0.0 0.0 -0.2
H -19.991657 -5.833880 -13.562769 -0.1 1.1 -0.3
H -21.082738 -7.638609 -15.149888 -0.7 0.3 -0.3
C -17.978025 -9.462928 -9.551263 -0.2 -1.0 1.4
C -18.043309 -11.026111 -9.543410 0.0 3.7 0.5
O -17.929936 -11.277926 -8.149700 0.0 -0.3 -1.0
C -17.221936 -10.236095 -7.544941 1.3 0.0 2.6
O -16.827445 -10.298748 -6.372107 -1.6 0.6 -4.9
O -17.060854 -9.218483 -8.474587 0.1 -1.0 1.2
F -16.969413 -11.391284 -10.245792 1.0 -1.5 -0.1
H -18.923579 -9.073283 -9.174169 -0.2 0.2 -0.5
H -17.672292 -9.035306 -10.506126 0.3 -0.2 0.6
H -18.925345 -11.336109 -10.103778 -0.2 -0.9 0.9
C -20.374502 -6.233247 -10.795115 0.0 -0.5 -1.3
C -21.847874 -6.348245 -11.030596 -0.6 -0.4 0.6
O -22.126798 -5.302770 -11.927192 0.0 -0.5 0.1
C -21.149192 -4.370623 -11.759505 -0.2 5.0 -2.0
O -21.097355 -3.248646 -12.313339 -0.4 -5.0 2.3
O -20.280910 -4.821987 -10.854635 1.9 0.3 0.7
F -22.532372 -6.111723 -9.851765 0.1 -0.2 -0.3
H -19.840834 -6.679401 -11.634311 -0.2 0.4 -0.6
H -19.883124 -6.834048 -10.029821 -0.6 1.1 1.1
H -22.187894 -7.312509 -11.408327 -0.2 0.2 -0.3
C -15.807066 -10.511615 -12.816933 1.1 0.2 -0.3
C -15.918927 -10.604009 -14.338906 -1.1 -1.4 2.4
O -15.583141 -12.003923 -14.489239 -3.0 2.6 -3.5
C -14.771333 -12.384124 -13.575819 1.4 -0.8 2.9
O -14.197711 -13.418010 -13.654236 0.6 0.3 0.9
O -14.785621 -11.459846 -12.506186 0.1 -1.0 -1.1
F -15.041303 -9.863437 -14.980844 1.0 0.7 -0.8
H -16.728678 -10.815596 -12.320615 0.0 0.2 -0.2
H -15.470585 -9.515880 -12.528131 -0.1 -0.1 0.2
H -16.933073 -10.305842 -14.604800 0.1 -0.7 -0.7
C -20.071573 -10.592933 -16.151027 0.4 0.6 0.2
C -18.806775 -9.806249 -16.528136 -1.0 -0.4 -0.1
O -19.203689 -9.090482 -17.682198 0.9 -0.3 1.8
C -20.377710 -9.585826 -18.130243 -0.3 1.4 -2.5
O -20.878363 -9.073641 -19.103607 0.0 -1.9 2.1
O -20.752733 -10.649823 -17.364283 -1.1 0.0 -1.4
F -17.841947 -10.718232 -16.875316 0.1 0.5 0.2
H -20.720657 -10.057360 -15.458254 0.2 0.1 0.2
H -19.815558 -11.562568 -15.723979 -0.1 -0.1 -0.4
H -18.522935 -9.154264 -15.702036 0.7 0.2 -0.5
C -20.152004 -14.132581 -13.325532 -0.2 0.1 -1.3
C -18.764902 -13.698550 -13.137786 1.9 -0.7 -1.0
O -18.015651 -14.964617 -13.255755 -0.7 1.6 -0.4
C -18.901227 -15.956668 -12.888733 3.3 -2.4 2.3
O -18.584844 -17.060987 -12.454918 -1.0 3.1 -2.0
O -20.084399 -15.429010 -12.860818 -3.9 -1.3 0.9
F -18.546000 -13.243637 -11.897555 0.0 0.4 1.5
H -20.399584 -14.166405 -14.386502 0.0 0.2 -0.2
H -20.885265 -13.481866 -12.849087 0.0 -0.5 0.5
H -18.483653 -12.876790 -13.796363 0.7 -0.7 -0.4
C -17.006792 -6.689813 -11.287518 -0.5 0.8 0.5
C -16.232346 -6.205576 -12.465955 -1.5 1.5 -0.8
O -14.959917 -5.896661 -11.966750 0.5 -1.1 0.0
C -14.797998 -6.634272 -10.844891 4.2 -1.4 3.2
O -13.752563 -6.853991 -10.183648 -4.2 1.4 -3.2
O -15.972522 -7.190802 -10.486493 0.1 -0.8 0.8
F -16.741535 -5.008167 -12.904398 -0.2 -0.3 -0.2
H -17.783699 -7.418902 -11.517616 0.6 0.0 0.0
H -17.484349 -5.846289 -10.789005 0.0 0.2 0.1
H -16.361654 -6.928947 -13.271003 1.1 0.1 -0.4
```
Forces are in eV/Å.

Values from the calculation:
HOMO energy (spin up / spin down), eV: -11.27 / -11.27
LUMO (spin up / spin down), eV: -4.846 / -7.125
Energy, a.u.: -4778.62755
Spin multiplicity: 6
Frontier orbital gap (spin up / spin down), eV: 6.42 / 4.14

Entry 2:
Entry from OMol25: one molecule with the formula C21H21F2NO4 at a distorted geometry (ωB97M-V/def2-TZVPD).

XYZ file:
```
49
Properties=species:S:1:pos:R:3:forces:R:3
O -2.065858 -1.316086 -2.095924 0.1 -1.3 -8.2
C -1.950729 -1.190085 -0.978963 -1.0 1.2 7.4
C -2.869106 -0.136934 -0.335060 -1.6 0.0 -2.0
C -3.260146 -0.293214 1.026910 4.0 -3.4 -1.9
C -4.187338 0.451194 1.482903 -5.7 5.2 7.6
C -4.858686 1.470749 0.863998 -2.0 2.3 -0.5
C -4.614133 1.472896 -0.391476 1.7 2.9 -11.2
C -3.674117 0.740862 -1.260813 0.8 -2.0 8.2
O -5.207530 2.564610 -1.141215 -0.1 0.4 2.0
C -6.048622 3.399837 -0.070246 -0.4 -8.4 -3.6
O -5.805210 2.630871 1.022412 1.7 -2.5 5.2
C -1.127971 -2.153663 -0.053797 -0.7 7.3 -0.4
C -1.920118 -3.268482 0.320520 6.4 -5.2 -5.7
C -0.868088 -4.261519 0.828920 -0.3 2.6 2.7
C 0.459917 -4.312763 0.248490 3.8 -2.4 -6.7
N 1.201293 -2.968289 -0.212305 -1.0 -6.1 5.5
C 1.677505 -2.492238 1.098975 6.5 0.0 -3.9
C 2.704650 -1.388728 0.601659 -1.1 -0.4 -0.7
C 3.527467 -1.445831 -0.605236 -4.0 -8.9 1.9
C 4.335369 -0.585119 -1.109776 -2.4 7.4 7.5
C 4.415754 0.703008 -0.302288 -3.3 -5.5 -0.3
O 5.290213 1.621575 -0.574216 3.5 -1.6 -4.3
C 5.392268 2.853292 -0.277137 -1.3 -4.0 7.4
F 5.666181 2.906509 1.109145 2.9 -0.8 2.1
F 4.337184 3.451431 -0.148309 -8.7 4.4 -2.5
C 3.529311 0.760839 0.735098 2.3 5.4 -0.7
C 2.664385 -0.188904 1.175424 -0.8 2.1 2.5
C 0.138582 -2.257642 -0.761913 2.7 -0.1 -4.1
H -2.930371 -1.033666 1.815483 0.4 0.7 -1.7
H -4.450101 0.578927 2.559867 0.6 -1.4 -0.3
H -3.488964 0.758889 -2.288395 -0.1 0.4 -1.2
H -7.044154 2.933664 -0.419197 0.7 2.8 0.3
H -5.699655 4.352499 0.040628 0.4 2.7 -0.2
H -0.950448 -1.381055 0.733155 0.0 -1.0 0.5
H -2.734491 -3.131467 0.787765 -5.6 0.9 4.0
H -2.114134 -3.774779 -0.619910 -1.2 0.2 -0.8
H -0.627410 -3.670247 1.668378 0.1 -0.4 2.8
H -1.164984 -5.229368 1.041426 -0.9 -1.8 0.7
H 1.221655 -5.163811 0.667457 -1.9 2.5 -0.5
H 0.322649 -4.673866 -0.865679 0.1 -0.2 1.7
H 0.954572 -2.000613 1.672383 -0.8 0.1 1.7
H 2.519814 -3.294120 1.459388 -3.0 1.5 0.1
H 3.438156 -2.647750 -1.037826 0.5 3.8 0.7
H 4.927986 -0.747378 -1.794121 5.7 -1.6 -7.1
H 6.033417 3.450037 -0.611102 6.2 3.8 -4.4
H 3.571946 1.835693 1.111622 -0.6 -1.9 0.5
H 2.087670 0.263263 2.051370 0.2 -1.7 -1.1
H 0.745966 -1.349181 -0.962757 -1.7 0.7 -0.2
H 0.094767 -2.792187 -1.782101 -0.9 1.1 1.1
```
Forces are in eV/Å.

Values from the calculation:
Energy relative to the best compared isomer or geometry (same formula, charge and spin), eV: 14.405
HOMO energy, eV: -8.48
LUMO, eV: 0.215
Energy, a.u.: -1367.74719
Spin multiplicity: 1
Frontier orbital gap, eV: 8.69